(1)
The following is a DFT calculation (ωB97M-V/def2-TZVPD) of a single C19H28N2O3S2 molecule.

```
54
Properties=species:S:1:pos:R:3:forces:R:3:lowdin_charge:R:1
C -0.1158 1.1864 -0.1699 0.0 0.0 0.0 -0.36
S 0.3955 -0.5242 0.0920 0.0 0.0 0.0 0.92
C 2.1658 -0.3804 -0.2629 0.0 0.0 0.0 -0.56
C 2.3999 0.3199 -1.5926 0.0 0.0 0.0 -0.47
O 2.7559 1.4879 -1.6089 0.0 0.0 0.0 0.07
N 2.1733 -0.3730 -2.7290 0.0 0.0 0.0 -0.01
C 1.7016 -1.7384 -2.8863 0.0 0.0 0.0 -0.11
C 0.7462 -1.6368 -4.0717 0.0 0.0 0.0 -0.27
C -0.6749 -1.1846 -3.6731 0.0 0.0 0.0 -0.40
S -0.9066 0.5281 -4.2322 0.0 0.0 0.0 0.88
C 0.2604 0.2647 -5.5860 0.0 0.0 0.0 -0.42
C 1.3980 -0.5624 -4.9872 0.0 0.0 0.0 -0.50
C 2.2651 -1.1934 -6.0721 0.0 0.0 0.0 -0.04
C 2.2491 0.2964 -4.0213 0.0 0.0 0.0 -0.08
C 2.9947 0.2134 0.9066 0.0 0.0 0.0 -0.07
N 3.4690 -1.1378 1.1832 0.0 0.0 0.0 -0.02
C 4.3650 -1.5613 2.1035 0.0 0.0 0.0 -0.40
O 4.8482 -0.8115 2.9278 0.0 0.0 0.0 0.10
C 4.6552 -3.0643 2.0407 0.0 0.0 -0.1 -0.23
C 3.4249 -3.8785 2.5213 0.0 0.0 0.1 -0.04
C 3.9087 -4.4616 3.8423 0.0 0.0 0.0 -0.41
C 2.9787 -4.9267 4.9131 0.0 0.0 0.0 -0.07
C 3.7947 -5.9270 4.1316 0.0 0.0 0.0 -0.08
C 5.1810 -3.7055 4.1561 0.0 0.0 0.0 -0.11
O 5.7321 -3.4155 2.8750 0.0 0.0 0.0 -0.06
C 2.8704 -1.7396 0.0016 0.0 0.0 0.0 -0.12
H -1.1543 1.2498 0.1503 0.0 0.0 0.0 0.04
H 0.4872 1.8627 0.4334 0.0 0.0 0.0 0.05
H -0.0441 1.4623 -1.2208 0.0 0.0 0.0 0.02
H 2.5380 -2.4049 -3.1292 0.0 0.0 0.0 0.13
H 1.2122 -2.1037 -1.9870 0.0 0.0 0.0 0.09
H 0.6840 -2.5946 -4.5910 0.0 0.0 0.0 0.14
H -1.4214 -1.8223 -4.1453 0.0 0.0 0.0 0.08
H -0.8277 -1.2151 -2.5947 0.0 0.0 0.0 0.05
H -0.2228 -0.2726 -6.4049 0.0 0.0 0.0 0.09
H 0.6035 1.2295 -5.9602 0.0 0.0 0.0 0.09
H 2.7660 -0.4270 -6.6667 0.0 0.0 0.0 0.09
H 3.0384 -1.8271 -5.6321 0.0 0.0 0.0 0.09
H 1.6644 -1.8083 -6.7447 0.0 0.0 0.0 0.09
H 1.8658 1.3104 -3.9152 0.0 0.0 0.0 0.12
H 3.2867 0.3615 -4.3611 0.0 0.0 0.0 0.14
H 3.7778 0.8972 0.5809 0.0 0.0 0.0 0.13
H 2.4185 0.6601 1.7159 0.0 0.0 0.0 0.12
H 4.9405 -3.3191 1.0167 0.0 0.0 0.0 0.15
H 2.5560 -3.2321 2.6610 0.0 0.0 0.0 0.13
H 3.1586 -4.6598 1.8092 0.0 0.0 0.0 0.12
H 3.2578 -4.7387 5.9420 0.0 0.0 0.0 0.10
H 1.9151 -4.8767 4.7205 0.0 0.0 0.0 0.10
H 3.2764 -6.5467 3.4113 0.0 0.0 0.0 0.10
H 4.6212 -6.4116 4.6350 0.0 0.0 0.0 0.10
H 4.9724 -2.7732 4.6904 0.0 0.0 0.0 0.13
H 5.9110 -4.2909 4.7137 0.0 0.0 0.0 0.13
H 2.2022 -2.5826 0.1975 0.0 0.0 0.0 0.11
H 3.5934 -2.0213 -0.7706 0.0 0.0 0.0 0.13
```
Positions in Å, forces in eV/Å.

Output
Relative energy (zero: lowest compared OMol25 entry of this formula, charge and spin), kcal/mol: 26.6
SMILES: CSC1(C(=O)N2C[C@H]3CSC[C@@]3(C)C2)CN(C(=O)[C@@H]2CC3(CC3)CO2)C1
HOMO-LUMO gap, eV: 9.163
Net charge: 0


(2)
The following is a DFT calculation (ωB97M-V/def2-TZVPD) of a molecular structure, C19H28N4O2 in a non-equilibrium geometry.

```
53
Properties=species:S:1:pos:R:3:forces:R:3:lowdin_charge:R:1
C -0.0203 4.4465 0.8121 -7.2 -0.3 -6.1 0.00
C -0.8760 3.1915 0.9205 4.1 2.0 0.2 -0.22
C -2.0587 3.0891 1.5482 3.5 11.0 1.2 -0.08
C -2.7058 2.0527 1.7950 -2.9 -1.1 0.9 -0.09
C -2.2219 1.0435 1.2180 3.4 -12.3 -1.5 -0.21
C -0.9149 0.8964 0.7103 0.0 -2.9 -1.7 0.03
C -0.1793 2.0671 0.6532 1.6 -3.5 -5.3 -0.17
N 1.0206 2.0434 -0.3691 -2.7 0.6 4.8 0.16
C 1.7353 0.9252 -0.8385 -3.6 -0.9 11.0 -0.50
O 2.0241 0.9327 -1.8960 4.3 -0.8 -12.1 0.19
N 1.9750 -0.3090 0.0576 -8.0 15.4 2.9 -0.14
C 2.0254 -0.0392 1.4357 -6.8 1.1 4.7 -0.26
H 1.3199 1.0937 1.8255 2.7 -3.8 -1.4 0.20
C 3.3408 -0.0920 2.0544 2.6 4.4 0.9 -0.24
C 4.1001 -1.1701 1.4774 3.9 -5.2 13.7 -0.40
C 4.0721 -1.3383 0.2018 -2.6 6.5 -10.3 -0.27
H 4.4197 -2.1283 -0.1834 3.2 -6.2 -2.5 0.05
C 2.5764 -1.2921 -0.2840 5.7 -12.7 -8.0 -0.33
H 2.4212 -1.3977 -1.5874 1.0 0.2 3.6 0.21
H 2.0735 -2.2806 0.1020 0.7 1.1 -0.4 0.15
H 4.5805 -0.4273 -0.4566 -1.0 -1.8 1.7 0.20
H 5.2594 -1.3233 2.0368 -3.0 0.9 -1.7 0.19
H 3.6600 -2.2501 2.0350 0.7 2.5 -1.5 0.19
H 3.4037 -0.0403 3.2949 -0.3 0.2 -3.7 0.18
H 3.8938 0.8450 1.3836 -1.1 -1.5 2.6 0.19
H 1.2938 -0.9117 1.9480 1.7 1.9 -0.9 0.17
H 1.0557 2.9721 -0.7910 0.6 -1.1 -0.5 0.12
H -0.5477 -0.2385 0.1453 -1.2 3.8 2.2 0.22
N -2.8339 -0.3443 1.5849 -1.4 1.0 0.6 0.12
C -2.6420 -1.5879 0.9613 1.1 1.1 -3.3 -0.44
O -2.5283 -2.6673 1.4870 -0.7 0.7 0.7 0.05
N -2.3717 -1.5206 -0.5580 2.0 -5.1 7.8 -0.14
C -2.9249 -0.6637 -1.3896 -2.2 7.1 -2.2 -0.28
H -3.1890 0.4225 -0.8243 0.5 -2.9 -1.2 0.17
C -1.8535 -0.2448 -2.4384 -8.1 -7.1 -5.4 -0.04
C -1.4288 -1.8012 -3.2164 5.4 12.7 -3.2 -0.18
C -0.9564 -2.5372 -2.2889 5.1 -11.3 13.6 -0.30
H -0.6695 -3.6644 -2.3650 -0.1 1.6 -1.5 0.12
C -2.0025 -2.8933 -1.0882 -0.2 0.8 0.4 -0.12
H -1.5497 -3.6601 -0.2532 -1.1 2.5 -2.2 0.16
H -3.0123 -3.3090 -1.4117 1.3 0.0 -0.1 0.13
H 0.0863 -2.3237 -1.4216 -2.8 0.5 -3.2 0.20
H -0.5646 -1.3360 -3.8307 -1.7 -1.2 -0.1 0.16
H -2.2727 -1.9010 -3.6214 -6.4 -1.8 -3.8 0.04
H -2.1848 0.3811 -3.2672 -0.5 -0.1 0.1 0.11
H -1.1635 0.2020 -2.0371 7.8 4.2 4.5 -0.03
H -3.9160 -0.9577 -1.7983 0.4 -0.1 -0.3 0.12
H -3.4912 -0.3609 2.4422 1.8 -0.1 -2.0 0.17
H -3.5777 1.9903 2.2224 -4.6 0.0 2.7 0.10
H -2.1750 4.0636 2.0724 -1.3 -0.6 -0.4 0.15
H -0.4373 5.2682 1.2426 -1.0 2.3 1.5 0.05
H 0.0274 4.7565 -0.3780 -0.5 -0.5 2.4 0.15
H 0.9048 4.3284 0.9257 7.5 -1.2 2.0 -0.01
```
Positions in Å, forces in eV/Å.

Output
Relative energy (zero: lowest compared OMol25 entry of this formula, charge and spin), kcal/mol: 474.8
HOMO-LUMO gap, eV: 8.694
Net charge: 0


(3)
The following is a DFT calculation (ωB97M-V/def2-TZVPD) of a single C19H28N4OS molecule in a non-equilibrium geometry.

```
53
Properties=species:S:1:pos:R:3:forces:R:3:lowdin_charge:R:1
C 1.6244 -0.6909 2.9205 -0.2 0.1 0.1 -0.09
C 0.3303 -0.1386 3.5036 0.0 -0.2 0.0 -0.22
H 0.4796 0.1327 4.5498 0.0 0.0 0.0 0.11
C -0.8237 -1.1452 3.4321 0.3 0.4 0.5 -0.15
N -1.2234 -1.3814 2.0696 -0.4 0.0 -0.8 0.00
C -1.9515 -0.5250 1.2969 -0.1 0.0 0.1 -0.62
N -2.0363 -0.9580 0.0698 -0.5 0.8 0.1 0.05
N -1.3585 -2.1159 0.0133 0.6 -1.0 -0.2 0.08
C -0.8687 -2.3734 1.1936 0.1 0.1 0.1 -0.30
C -0.1067 -3.6042 1.5473 -0.1 -0.2 0.0 -0.36
C 0.7334 -4.0514 0.3533 0.0 0.1 0.2 -0.06
H 1.2650 -4.9699 0.5905 0.1 -0.1 0.0 0.08
H 0.0881 -4.2217 -0.5035 0.0 0.0 -0.1 0.08
H 1.4583 -3.2851 0.0896 0.1 0.1 -0.1 0.07
C -1.0951 -4.7003 1.9602 0.2 0.1 0.1 -0.05
H -1.7627 -4.9242 1.1319 -0.1 0.0 -0.1 0.09
H -0.5580 -5.6059 2.2324 0.0 -0.1 0.0 0.08
H -1.6952 -4.3835 2.8114 -0.1 0.0 0.1 0.08
H 0.5560 -3.3869 2.3911 0.0 0.0 -0.1 0.12
S -2.6702 0.9423 1.8987 -0.3 0.3 0.0 0.99
C -2.5663 1.8522 0.3334 0.1 -0.4 0.5 -0.36
H -3.1520 1.3162 -0.4119 0.0 0.1 -0.1 0.08
H -2.9889 2.8399 0.5206 0.0 0.0 0.0 0.09
C -1.0966 1.9668 -0.0714 -0.4 0.0 0.1 -0.55
O -0.1928 1.8818 0.7286 0.3 0.1 0.0 0.05
N -0.9340 2.1726 -1.3944 0.0 0.1 -0.5 0.13
C 0.3122 2.4392 -2.0282 0.3 0.2 -0.1 -0.14
C 1.3215 1.4775 -2.0659 0.0 0.0 0.1 -0.16
C 2.5132 1.8048 -2.7016 0.0 0.0 0.0 -0.04
C 2.6954 3.0398 -3.2929 0.0 0.0 0.0 -0.08
C 1.6787 3.9768 -3.2604 0.0 0.0 0.0 -0.05
C 0.4800 3.6915 -2.6256 0.0 -0.1 0.1 -0.21
C -0.6234 4.7069 -2.5737 0.1 0.0 0.0 -0.04
H -0.9610 4.8546 -1.5483 -0.1 0.1 0.0 0.08
H -0.2809 5.6604 -2.9665 0.0 0.1 0.0 0.08
H -1.4784 4.3821 -3.1692 -0.1 0.1 0.0 0.08
H 1.8171 4.9426 -3.7242 0.0 0.1 0.0 0.11
H 3.6288 3.2733 -3.7831 0.1 0.0 0.0 0.10
H 3.3053 1.0712 -2.7369 0.1 -0.1 0.0 0.11
C 1.1225 0.0954 -1.5159 -0.2 -0.1 -0.1 -0.19
C 0.2507 -0.7413 -2.4536 0.2 -0.1 0.1 -0.09
H 0.0825 -1.7259 -2.0265 -0.1 -0.1 0.0 0.04
H -0.7204 -0.2735 -2.5895 -0.1 0.0 0.0 0.06
H 0.7297 -0.8456 -3.4253 0.0 0.0 -0.1 0.07
H 0.6548 0.1433 -0.5341 0.1 0.0 0.1 0.08
H 2.0952 -0.3873 -1.4002 0.0 0.0 0.1 0.11
H -1.7574 2.3267 -1.9581 0.0 -0.1 0.2 0.15
H -0.5331 -2.0986 3.8803 -0.1 0.1 0.0 0.12
H -1.6906 -0.7525 3.9724 0.1 -0.2 0.0 0.11
H 0.0505 0.7615 2.9537 -0.1 0.0 0.1 0.08
H 1.4906 -0.9553 1.8737 0.0 0.0 -0.1 0.06
H 2.4056 0.0622 2.9758 0.1 0.0 0.0 0.08
H 1.9563 -1.5726 3.4671 0.1 -0.1 0.0 0.07
```
Positions in Å, forces in eV/Å.

Output
Relative energy (zero: lowest compared OMol25 entry of this formula, charge and spin), kcal/mol: 3.4
SMILES: CCCn1c(SCC(=O)Nc2c(C)cccc2CC)nnc1C(C)C
HOMO-LUMO gap, eV: 8.972
Net charge: 0


In eV, the highest occupied orbital energy values for the records above are, in order, -8.775, -8.232, -8.374.